(1)
# C2H11N2O

2 unconnected molecules or ions with the total composition C2H11N2O (ωB97M-V with the def2-TZVPD basis set, the Open Molecules 2025 dataset).

Properties
Relative energy (zero: lowest compared OMol25 entry of this formula, charge and spin): 22.3 kcal per mole
Largest force on an atom: 1.73 eV/Å
HOMO-LUMO gap: 0.4058 Eh

```
! wB97M-V def2-TZVPD RIJCOSX def2/J DEFGRID3
* xyz 1 1
C 1.3677 -0.7470 -1.7777
N 0.9017 0.6036 -1.3316
H 1.5040 -1.4188 -0.9284
H 0.6918 -1.0826 -2.5604
H 2.3600 -0.6921 -2.2353
H 0.1292 0.8935 -1.9229
H 1.6928 1.2195 -1.1749
H 0.4683 0.4532 -0.3643
N -0.1284 -0.3670 1.1284
C -1.5054 0.1943 1.3100
O -1.5415 1.4656 1.8799
H 0.3756 -0.2306 2.0009
H -0.1432 -1.3697 0.9795
H -2.0751 0.2067 0.3712
H -2.0331 -0.5244 1.9436
H -2.0645 1.3959 2.6819
*
```

---

(2)
# C2H11N2O2

3 unconnected molecules or ions with the total composition C2H11N2O2 (ωB97M-V with the def2-TZVPD basis set, the Open Molecules 2025 dataset).

Properties
Relative energy (zero: lowest compared OMol25 entry of this formula, charge and spin): 34.3 kcal per mole
Largest force on an atom: 1.60 eV/Å
HOMO-LUMO gap: 0.3581 Eh

```
! wB97M-V def2-TZVPD RIJCOSX def2/J DEFGRID3
* xyz 1 1
C 0.1228 1.1046 -0.1332
C 1.3905 1.0296 -0.5830
N 1.8425 1.9162 -1.4954
N -0.2609 0.3241 1.0689
H -0.6944 1.5773 -0.6377
H 2.1325 0.3074 -0.2819
H 2.7179 1.7525 -1.9335
H 1.3293 2.6960 -1.8673
H -1.2711 0.4400 1.2244
H 0.1981 0.7108 1.8921
H -0.2831 -0.7082 1.0665
H -0.0506 -2.7243 -1.3029
H -0.4439 -1.1680 -1.4286
O -0.1171 -1.8720 -0.8668
H -1.9807 -2.2691 2.3228
H -2.5740 -2.0659 1.0037
O -2.2654 -1.5379 1.7534
*
```

---

(3)
# C2H11N2O2

3 unconnected molecules or ions with the total composition C2H11N2O2 (ωB97M-V with the def2-TZVPD basis set, the Open Molecules 2025 dataset).

Properties
Relative energy (zero: lowest compared OMol25 entry of this formula, charge and spin): 77.0 kcal per mole
Largest force on an atom: 4.30 eV/Å
HOMO-LUMO gap: 0.3446 Eh

```
! wB97M-V def2-TZVPD RIJCOSX def2/J DEFGRID3
* xyz 1 1
C -1.2320 0.9459 -0.4806
C -0.4858 1.7895 0.2729
N 0.1758 2.8681 -0.3804
N -0.9060 -0.4512 -0.2670
H -1.5729 1.2561 -1.4887
H -0.2527 1.6084 1.2946
H 0.9212 3.1970 0.2964
H -0.5635 3.5557 -0.6357
H -1.0789 -0.8058 -1.2175
H 0.2074 -0.3736 0.0567
H -1.5637 -0.8540 0.4227
H -0.8456 -3.8873 0.9477
H 0.3962 -4.1711 0.0537
O -0.0581 -3.4459 0.4189
H 2.5926 -0.8842 0.9155
H 2.4008 -0.2521 -0.5675
O 1.9052 -0.5190 0.2936
*
```

---

(4)
# C2H11N2O2

3 unconnected molecules or ions with the total composition C2H11N2O2 (ωB97M-V with the def2-TZVPD basis set, the Open Molecules 2025 dataset).

Properties
Relative energy (zero: lowest compared OMol25 entry of this formula, charge and spin): 9.4 kcal per mole
Largest force on an atom: 1.01 eV/Å
HOMO-LUMO gap: 0.4287 Eh

```
! wB97M-V def2-TZVPD RIJCOSX def2/J DEFGRID3
* xyz 1 1
C 0.7225 0.0109 1.5228
N 0.0695 -0.9327 0.6189
C -0.4964 -2.0469 0.9877
N -1.4939 -2.6040 0.3342
H -0.0410 0.6096 2.0161
H 1.3070 -0.5644 2.2297
H 1.4190 0.5789 0.9107
H -0.2359 -0.5118 -0.2670
H -0.1392 -2.5007 1.8958
H -1.7786 -2.1560 -0.5279
H -1.7685 -3.5615 0.4783
H 1.4630 4.1056 -1.9920
H 1.9220 2.7370 -1.5729
O 1.1189 3.2363 -1.7576
H -0.9937 0.8246 -2.2197
H -0.4804 1.8705 -1.3145
O -0.5943 0.9047 -1.3428
*
```

---

(5)
# C2H11N2O2

3 unconnected molecules or ions with the total composition C2H11N2O2 (ωB97M-V with the def2-TZVPD basis set, the Open Molecules 2025 dataset).

Properties
Relative energy (zero: lowest compared OMol25 entry of this formula, charge and spin): 44.4 kcal per mole
Largest force on an atom: 4.81 eV/Å
HOMO-LUMO gap: 0.4139 Eh

```
! wB97M-V def2-TZVPD RIJCOSX def2/J DEFGRID3
* xyz 1 1
C -1.1882 -2.2749 -0.9138
N -0.2090 -1.2129 -0.2745
C 0.3602 -0.2828 -0.9941
N 1.5235 0.2524 -0.6992
H -0.8516 -3.3475 -0.9556
H -2.2069 -2.4080 -0.4944
H -1.2563 -1.9528 -1.9665
H -0.1867 -1.2403 0.6919
H 0.1056 -0.3965 -2.0662
H 1.5491 0.7079 0.2331
H 1.8029 0.9064 -1.4098
H -1.1944 2.9554 1.6852
H -1.5196 2.5875 0.2983
O -1.1075 2.1441 1.0548
H 2.1201 0.8510 2.2753
H 0.6720 1.3756 1.9973
O 1.5870 1.3352 1.5384
*
```

---

(6)
# C2H11N2O2

3 unconnected molecules or ions with the total composition C2H11N2O2 (ωB97M-V with the def2-TZVPD basis set, the Open Molecules 2025 dataset).

Properties
Relative energy (zero: lowest compared OMol25 entry of this formula, charge and spin): 30.2 kcal per mole
Largest force on an atom: 1.46 eV/Å
HOMO-LUMO gap (alpha / beta): 0.2835 / 0.1616 Eh
⟨S²⟩: 0.7709

```
! wB97M-V def2-TZVPD RIJCOSX def2/J DEFGRID3
* xyz 2 2
C 1.2133 0.9613 -0.1213
C 0.7709 -0.3377 0.1704
N -0.6309 -0.5898 0.4434
N 2.3740 1.0839 -0.7020
H 0.5334 1.8038 -0.0263
H 1.4503 -1.1802 0.1713
H -1.0571 -0.1958 1.2998
H -1.2179 -0.1658 -0.3027
H -0.8398 -1.5961 0.3707
H 3.0524 0.3184 -0.8427
H 2.8367 1.9520 -1.0163
H -1.6099 4.4021 -2.2211
H -0.8900 4.3257 -0.9017
O -1.1466 3.7903 -1.6604
H -2.2730 -5.2627 1.3427
H -1.5641 -4.9384 2.6677
O -1.6674 -4.6062 1.7644
*
```

---

(7)
# C2H11N2S

2 unconnected molecules or ions with the total composition C2H11N2S (ωB97M-V with the def2-TZVPD basis set, the Open Molecules 2025 dataset).

Properties
Relative energy (zero: lowest compared OMol25 entry of this formula, charge and spin): 0.0 kcal per mole
Largest force on an atom: 1.77 eV/Å
HOMO-LUMO gap: 0.3100 Eh

```
! wB97M-V def2-TZVPD RIJCOSX def2/J DEFGRID3
* xyz 1 1
N 0.4644 3.7178 0.8296
H 0.2318 4.1806 -0.0446
H 1.1610 4.2307 1.3712
H -0.3636 3.6919 1.4272
H 0.7696 2.6199 0.7714
C -0.2928 0.1399 0.1845
C 0.3646 -1.1881 -0.1608
S -0.8221 -2.3243 -1.0020
N 0.6882 1.0594 0.8655
H -0.6330 0.6804 -0.7026
H -1.1557 0.0209 0.8433
H 1.1967 -0.9851 -0.8401
H 0.7487 -1.6701 0.7371
H -0.0231 -3.3848 -1.1710
H 1.3964 0.9667 0.1348
H 0.9735 0.7409 1.7828
*
```

---

(8)
# C2H11N2S2

3 unconnected molecules or ions with the total composition C2H11N2S2 (ωB97M-V with the def2-TZVPD basis set, the Open Molecules 2025 dataset).

Properties
Largest force on an atom: 2.84 eV/Å
HOMO-LUMO gap (alpha / beta): 0.1942 / 0.1677 Eh
⟨S²⟩: 1.7507

```
! wB97M-V def2-TZVPD RIJCOSX def2/J DEFGRID3
* xyz 2 2
C -0.1536 -0.8193 -1.0997
N 0.4472 -2.0282 -0.6149
C 0.8739 0.3475 -1.0485
N 0.2567 1.5807 -1.4920
H -1.0458 -0.5590 -0.4935
H -0.5002 -0.9418 -2.1282
H 0.6742 -2.0052 0.3874
H -0.1466 -2.8491 -0.7852
H 1.7272 0.1368 -1.6900
H 1.1641 0.4822 0.0077
H 0.9208 2.3291 -1.7349
H -0.0676 -0.1584 3.4000
H -0.4609 1.8740 -0.8056
S 0.4855 -0.9723 2.4900
S -1.5579 1.4237 1.2557
H -0.7809 0.3220 1.8352
H -1.8362 1.8373 2.5166
*
```

---

(9)
# C2H11N3

2 unconnected molecules or ions with the total composition C2H11N3 (ωB97M-V with the def2-TZVPD basis set, the Open Molecules 2025 dataset).

Properties
Relative energy (zero: lowest compared OMol25 entry of this formula, charge and spin): 16.6 kcal per mole
Largest force on an atom: 2.35 eV/Å
HOMO-LUMO gap: 0.3645 Eh
SMILES: NCN.CN

```
! wB97M-V def2-TZVPD RIJCOSX def2/J DEFGRID3
* xyz 0 1
N 1.5804 2.7985 -0.9239
C 1.7764 1.3427 -0.8365
N 0.8669 0.3571 -1.4484
H 0.9357 2.9906 -1.7064
H 1.0637 3.0956 -0.1050
H 2.7459 1.1604 -1.3247
H 2.0015 1.0950 0.2104
H -0.0616 0.7279 -1.2478
H 1.0016 0.4671 -2.4555
C -1.1290 -2.0407 1.2763
N -2.4608 -2.0127 1.8509
H -0.9182 -2.8251 0.5427
H -0.3701 -2.1835 2.0793
H -0.9502 -1.0320 0.8835
H -3.0208 -1.1750 1.6491
H -3.0615 -2.7658 1.5561
*
```

---

(10)
# C2H11N3O2

3 unconnected molecules or ions with the total composition C2H11N3O2 (ωB97M-V with the def2-TZVPD basis set, the Open Molecules 2025 dataset).

Properties
Relative energy (zero: lowest compared OMol25 entry of this formula, charge and spin): 15.2 kcal per mole
Largest force on an atom: 0.97 eV/Å
HOMO-LUMO gap (alpha / beta): 0.4102 / 0.2451 Eh
⟨S²⟩: 0.7543

```
! wB97M-V def2-TZVPD RIJCOSX def2/J DEFGRID3
* xyz 1 2
C 1.2509 -0.9573 -1.6685
N 0.5876 -0.4574 -0.5141
C -0.5654 0.4348 -0.6176
N -1.7509 -0.1957 -0.4698
N -0.2318 1.6115 -0.8753
H 1.8211 -1.8386 -1.3973
H 1.9733 -0.1822 -1.9876
H 0.5572 -1.1581 -2.4827
H 1.1992 -0.3045 0.2984
H -1.8444 -1.1678 -0.7120
H -2.5575 0.4067 -0.5355
H -1.0712 2.1696 -1.0213
H -1.1389 -2.2181 1.9439
H 0.3234 -1.9489 2.3749
O -0.2208 -2.4261 1.7384
H 0.5368 2.3766 1.2927
H 0.9373 3.1853 2.4875
O 0.1940 2.6703 2.1460
*
```

---

(11)
# C2H11N3P

A molecular structure, C2H11N3P (ωB97M-V with the def2-TZVPD basis set, the Open Molecules 2025 dataset).

Properties
Relative energy (zero: lowest compared OMol25 entry of this formula, charge and spin): 31.4 kcal per mole
Largest force on an atom: 5.19 eV/Å
HOMO-LUMO gap: 0.3620 Eh

```
! wB97M-V def2-TZVPD RIJCOSX def2/J DEFGRID3
* xyz 1 1
C 0.8414 -0.8201 -0.3697
C -0.1365 0.2474 0.3835
N 0.2634 -1.1441 -1.7473
N -0.2881 -0.1581 1.7107
N -1.4336 0.1084 -0.3092
P 0.7152 1.9764 0.1237
H 0.8356 -1.7173 0.2919
H 1.8708 -0.4422 -0.4388
H 0.6573 -0.5231 -2.4283
H 0.6692 -2.0883 -2.0555
H 0.6474 0.0443 2.1685
H -1.0536 0.0638 2.3446
H -1.8274 1.0683 -0.5635
H -0.9151 -0.5511 -1.4347
H -1.9344 -0.5193 0.2255
H -0.2724 2.6516 0.7643
H 1.3606 1.8032 1.3343
*
```

---

(12)
# C2H11N4

A gas-phase ion, C2H11N4 (charge +1) (ωB97M-V with the def2-TZVPD basis set, the Open Molecules 2025 dataset).

Properties
Relative energy (zero: lowest compared OMol25 entry of this formula, charge and spin): 83.0 kcal per mole
Largest force on an atom: 4.64 eV/Å
HOMO-LUMO gap: 0.4024 Eh
SMILES: NN[C@@H](N)C[NH3+]

```
! wB97M-V def2-TZVPD RIJCOSX def2/J DEFGRID3
* xyz 1 1
N 0.3292 -0.1410 -2.2686
N -0.3649 -0.2256 -0.9755
C 0.4760 0.3169 0.1327
N 0.3121 1.8400 0.1157
C -0.0889 -0.2099 1.3958
N -0.7970 -1.5150 0.9540
H 0.6347 0.8192 -2.4709
H 1.1785 -0.6094 -2.2072
H -1.1832 0.2905 -0.8868
H 1.4550 -0.2239 0.0473
H 0.9628 2.3431 0.7079
H 0.3436 2.1762 -0.9049
H -0.8520 0.5142 1.7252
H 0.6272 -0.3356 2.1739
H -1.7581 -1.2280 1.0092
H -0.7709 -2.3396 1.5914
H -0.5040 -1.4720 -0.1391
*
```

---

(13)
# C2H11N4

2 unconnected molecules or ions with the total composition C2H11N4 (ωB97M-V with the def2-TZVPD basis set, the Open Molecules 2025 dataset).

Properties
Relative energy (zero: lowest compared OMol25 entry of this formula, charge and spin): 28.4 kcal per mole
Largest force on an atom: 3.19 eV/Å
HOMO-LUMO gap: 0.3906 Eh

```
! wB97M-V def2-TZVPD RIJCOSX def2/J DEFGRID3
* xyz 1 1
C 0.8047 -1.9938 0.6364
N -0.2818 -1.8119 -0.3716
H 0.9047 -1.0122 1.1397
H 0.3901 -2.8150 1.2151
H 1.7403 -2.3393 0.1283
H -0.1232 -0.9523 -0.9453
H -1.1453 -1.5173 0.1163
H -0.4466 -2.6408 -0.9290
N 0.7030 1.7065 0.7862
C -0.0644 1.0609 -0.1592
N -1.3456 0.7666 0.3223
N 0.2971 0.6262 -1.3611
H 1.3295 2.3964 0.4123
H 0.1453 2.0044 1.5877
H -1.8104 1.4716 0.9000
H -2.0305 0.6615 -0.4361
H 0.9953 1.3286 -1.6821
*
```

---

(14)
# C2H11N4

2 unconnected molecules or ions with the total composition C2H11N4 (ωB97M-V with the def2-TZVPD basis set, the Open Molecules 2025 dataset).

Properties
Relative energy (zero: lowest compared OMol25 entry of this formula, charge and spin): 59.2 kcal per mole
Largest force on an atom: 5.24 eV/Å
HOMO-LUMO gap: 0.4128 Eh

```
! wB97M-V def2-TZVPD RIJCOSX def2/J DEFGRID3
* xyz 1 1
C -2.6352 -0.5179 0.1720
C -0.9927 0.0498 -0.1322
N 2.6414 -0.6095 -0.2652
N -0.1326 -0.8101 -0.5596
N -0.7217 1.3138 0.2835
N 0.5280 1.7535 0.4429
H -3.1950 -0.1503 -0.6504
H -3.0475 -0.0611 1.0479
H -2.7041 -1.6265 0.3103
H 2.8674 0.2714 0.0873
H 3.3441 -0.8605 -0.9708
H 0.9561 -0.6833 -0.6337
H -0.3290 -1.8275 -0.7468
H -1.3981 2.0023 0.6358
H 1.0805 2.1410 -0.4134
H 2.7529 -1.3963 0.4772
H 0.9854 1.0111 0.9150
*
```

---

In Eh, the DFT total energy values for the records above are, in order, -267.2891; -342.5338; -342.4658; -342.5734; -342.5176; -342.0537; -590.2389; -987.7721; -247.0238; -397.2205; -588.1117; -301.4994; -301.5863; -301.5373.